DFT (ωB97M-V with the def2-TZVPD basis set) results for a structure of composition C38H35N5O6S2Si2Sn.

Its total charge is 0. The total energy is -102968.258 eV. Its frontier orbital gap is 0.2483 Eh. The spin multiplicity is 1.

CARTESIAN COORDINATES (ANGSTROEM)
Sn -0.55 0.10 0.02
S -2.66 -3.29 6.22
S 3.96 0.19 -3.54
Si -0.95 1.78 -1.94
Si -2.64 -1.24 -0.72
O 0.37 5.71 4.73
O 1.03 -0.14 1.31
O 3.63 -1.03 2.53
O 2.46 -3.90 -1.12
O 0.47 -1.60 -0.87
O 4.60 -3.30 0.86
N -1.51 -0.81 2.57
N 2.58 0.58 -1.39
N -0.56 2.05 1.46
N -1.33 6.57 3.51
N 1.50 -4.33 7.79
C -2.36 -0.94 4.80
C 0.98 -3.11 7.97
C 0.77 -5.22 7.13
C 0.60 2.55 1.90
C 5.63 1.89 0.24
C -3.26 -0.08 -2.08
C 1.52 -1.89 -0.16
C 4.77 0.90 -2.18
C 2.49 -2.98 -0.34
C -0.50 -4.95 6.63
C -1.67 -2.92 3.67
C 3.08 -1.52 1.57
C 2.51 0.12 -2.59
C -4.00 -1.48 0.54
C -4.47 -0.45 -2.67
C -5.05 0.28 -3.70
C -0.28 -2.75 7.51
C 3.56 -2.71 0.73
C -0.44 5.60 3.84
C -2.60 1.08 -2.55
C -1.70 2.65 1.82
C 4.32 1.48 0.12
C 3.87 1.01 -1.12
C -1.73 3.80 2.58
C 0.66 3.69 2.68
C -2.16 -2.85 -1.51
C -2.00 -0.23 3.66
C -3.21 1.81 -3.58
C -1.35 -2.13 2.58
C 1.82 -1.13 0.94
C 6.09 1.33 -2.07
C 0.12 2.08 -3.44
C 6.51 1.83 -0.86
C -2.19 -2.32 4.80
C -1.03 -3.69 6.83
C -0.52 4.34 3.01
C -1.38 3.49 -1.26
C -4.41 1.43 -4.15
H -1.51 -3.99 3.63
H -4.84 2.02 -4.95
H -2.10 0.85 3.65
H -3.04 -3.35 -1.91
H -2.62 2.20 1.46
H -2.72 2.71 -3.95
H 1.61 -0.31 -3.01
H 1.59 -2.40 8.51
H 0.16 1.21 -4.10
H 6.78 1.26 -2.91
H -1.89 6.51 2.68
H 3.66 1.48 0.97
H 1.14 2.36 -3.17
H 6.00 2.24 1.19
H -0.94 -2.57 1.68
H -2.67 4.25 2.86
H -0.59 3.89 -0.63
H 1.48 2.00 1.61
H -4.09 -0.62 1.20
H -1.45 -2.67 -2.32
H -4.97 -1.62 0.04
H -2.76 -0.43 5.67
H 1.61 4.07 3.03
H -1.06 -5.72 6.11
H -3.81 -2.36 1.15
H -5.98 -0.04 -4.14
H 7.53 2.18 -0.74
H -2.31 3.47 -0.69
H -0.66 -1.75 7.69
H -1.52 4.19 -2.10
H -1.66 -3.51 -0.79
H -0.32 2.91 -4.00
H -4.99 -1.34 -2.33
H 1.21 -6.20 7.00
H -1.27 7.45 3.99

Atom charges from the Löwdin analysis, given in e for atoms 1 to 4: atom 1 (Sn): 1.135, atom 2 (S): 0.985, atom 3 (S): 1.071, atom 4 (Si): 0.513